(1)
ORCA calculation (wB97M-V/def2-TZVPD) on C7H8N2O2S in the gas phase.

Atoms and positions in Å:
C -0.31 1.55 0.35
C -1.01 -1.23 0.24
C -2.65 0.53 -0.01
C 2.33 -0.59 -0.38
C 1.22 0.11 -1.11
C 1.59 -0.35 1.02
C 0.43 0.23 0.18
N -1.72 1.45 0.33
N -2.22 -0.83 -0.13
O 0.21 2.64 0.37
O -3.81 0.82 -0.34
S -0.52 -2.71 0.46
H 2.38 -1.68 -0.45
H 3.32 -0.22 -0.40
H 1.75 1.04 -1.53
H 0.74 -0.62 -1.81
H 1.27 -1.30 1.45
H 2.18 0.27 1.71
H -2.09 2.33 0.35
H -3.09 -1.44 -0.28

Maximum force in Eh/bohr: 0.07021
Frontier orbital gap in eV: 8.8
Molecular weight in g/mol: 184.220

***

(2)
ORCA calculation (wB97M-V/def2-TZVPD) on 2 unconnected molecules or ions with the total composition C7H8N3O.

Atoms and positions in Å:
C 2.94 0.32 -0.85
C 2.06 -0.62 -1.54
C 2.46 1.15 0.18
C 0.73 -0.76 -1.17
C 1.10 1.12 0.46
C 0.28 0.14 -0.18
C -4.05 -1.60 0.60
N 0.32 1.65 1.39
N -0.86 1.18 1.34
N -0.91 0.27 0.45
O -2.90 -1.53 0.35
H 3.98 0.38 -1.19
H 2.52 -1.34 -2.35
H 2.97 2.06 0.44
H -0.07 -1.47 -1.65
H -4.67 -0.55 0.57
H 0.48 2.38 1.99
H -4.50 -2.61 0.90
H -1.89 -0.17 0.27

Maximum force in Eh/bohr: 0.07548
Net charge: +1
Frontier orbital gap in eV: 9.5
Molecular weight in g/mol: 150.161

***

(3)
ORCA calculation (wB97M-V/def2-TZVPD) on a gas-phase ion, C7H8N3OS (charge +1).

Atoms and positions in Å:
C 3.69 0.04 -0.11
N 2.55 0.37 0.00
C 1.19 0.36 -0.05
C 0.70 1.63 -0.17
C -0.74 1.79 -0.11
O -1.27 2.86 -0.10
N -1.51 0.57 -0.06
C -2.90 0.76 0.32
C -0.91 -0.66 -0.07
S -1.81 -2.02 -0.15
N 0.45 -0.78 -0.03
C 1.02 -2.20 -0.07
H 4.66 0.00 -0.56
H 1.35 2.41 0.13
H -3.04 1.16 1.29
H -3.30 1.44 -0.35
H -3.43 -0.21 0.26
H 1.98 -2.15 -0.32
H 0.84 -2.54 0.98
H 0.48 -2.85 -0.83

Maximum force in Eh/bohr: 0.13754
Net charge: +1
Frontier orbital gap in eV: 5.4
Molecular weight in g/mol: 182.228
SMILES: C#[N+]c1cc(=O)n(C)c(=S)n1C

***

Question: The lowest frontier orbital gap belongs to which entry?
Answer: C7H8N3OS

***

Question: Among the records above, which one has the highest frontier orbital gap?
Answer: C7H8N3O